[1]
120
Properties=species:S:1:pos:R:3:mulliken_charge:R:1 method="wB97M-V/def2-TZVPD" relative_energy_kcal_mol=0.0 multiplicity=2 orbital_gap_ev="7.12 / 4.67" s2=0.757 largest_force_ev_per_a=2.2 charge=+1
Ag 2.9830 2.6872 -0.2879 0.312
O 2.4672 -3.8231 -1.9027 -0.538
O 1.3307 0.9377 -0.8540 -0.905
O 0.4166 -4.9789 2.1457 -0.501
O -2.2137 3.0205 -3.0897 -0.399
O 1.3190 1.7125 1.1934 -0.636
O 1.2740 4.3269 -0.5645 -0.538
O -5.2302 0.2192 0.6500 -0.604
O 4.5697 -1.3333 5.1972 -0.161
O -1.9998 -2.6844 -3.4289 -0.434
O 2.4910 0.8621 5.8066 -0.284
N -1.5088 -2.0400 -7.0680 -0.771
N 3.2026 0.3670 2.9558 0.025
N -5.3006 3.3227 -5.1217 -0.761
N 1.4663 -0.5926 -3.3462 -0.247
N 2.0549 2.5088 3.7501 -0.164
C -0.5302 0.3298 0.5309 0.897
C -4.9334 4.2544 -2.9208 -1.316
C 1.9772 -4.5915 -0.8272 -0.299
C -1.8544 -1.9187 -4.6163 -0.181
C 2.6585 -1.7242 1.9507 -1.781
C 2.7225 -0.0149 6.8643 -0.777
C 2.3573 -1.7231 -3.0634 0.351
C -0.8136 4.5850 0.6710 -0.728
C 1.6256 -2.7143 -2.1660 0.702
C -3.9681 2.1540 1.2787 -0.933
C -0.8476 -4.3183 2.1722 -0.735
C -2.0677 -1.8475 -2.3102 -0.254
C 1.1868 0.9478 5.3438 -0.628
C -3.3256 2.5517 -3.8467 -0.487
C 0.9942 2.3357 4.7696 0.431
C -4.3098 1.1878 0.1403 0.841
C -1.3126 1.9752 -2.8015 0.043
C 3.0735 -1.0531 3.2831 1.472
C 0.7711 1.0602 0.2485 1.691
C 5.4069 -2.2549 5.8673 -0.841
C -0.2641 -3.5455 -5.6762 -1.194
C -4.2530 3.7163 -4.1567 0.555
C 4.3063 -1.7335 3.8573 -1.330
C 3.7038 -1.3186 -2.4515 -1.456
C -1.5912 -2.8073 -5.8113 0.268
C -0.3512 2.5474 4.0976 -1.151
C -0.6159 -2.8357 1.9476 0.223
C 0.6646 4.8989 0.6110 0.021
H -4.7340 1.7408 -0.7022 -0.114
H -3.4037 2.9556 0.7877 0.067
H -5.9595 2.6469 -4.7440 0.271
H 2.1570 0.2240 7.7712 0.378
H -1.6001 -2.3665 2.0129 0.350
H -0.6951 -0.3956 -0.2575 -0.930
H -1.2298 5.0608 1.5643 0.405
H 1.1591 3.0991 5.5283 0.504
H -2.3698 -3.5594 -5.9533 0.376
H 3.9013 0.3938 2.1979 0.450
H 5.2267 -1.4524 3.3221 0.359
H 2.2234 -1.2185 3.9465 -0.128
H -1.4141 4.9547 -0.1640 0.547
H 4.9754 -3.2590 5.8811 0.360
H 1.7140 -1.3221 1.5834 -0.109
H -0.2300 -4.3655 -6.3929 0.422
H 1.1622 4.5498 1.5128 -0.217
H -1.0183 -1.2067 -4.5260 -0.003
H 0.6100 -2.8932 -5.7042 0.173
H 0.8400 4.7674 -1.3056 0.314
H 2.5441 -5.5114 -0.7039 0.385
H 0.7937 5.9838 0.5565 0.448
H 0.5519 0.9426 6.2426 0.675
H 4.4296 -2.1280 -2.4383 0.407
H 4.1338 -0.5086 -3.0568 0.465
H -2.7616 -1.2996 -4.7173 0.315
H -3.3493 1.7005 2.0482 0.216
H -0.9812 1.3964 -3.6675 0.400
H 3.6726 -0.7934 -1.4865 0.019
H -1.2077 2.4312 4.7658 0.465
H 0.3008 -5.9116 1.9456 0.295
H -4.8940 2.5897 1.6436 0.420
H 1.3527 -2.1877 -1.2389 -0.199
H 6.4138 -2.2461 5.4360 0.317
H 2.5376 -2.2126 -4.0231 0.395
H -3.4259 0.6490 -0.2229 -0.206
H -0.4576 2.4356 -2.3097 -0.118
H -2.0994 -2.4673 -1.4080 0.302
H -4.8012 2.8130 -5.8506 0.289
H 0.9407 -4.8936 -1.0349 0.266
H 2.5002 -2.8028 2.0272 0.626
H 2.0413 0.1633 -3.7142 0.345
H 3.7893 0.0252 7.0457 0.212
H -4.3036 4.7631 -2.1915 0.253
H 2.3619 0.6806 2.4254 -0.046
H -5.4985 3.4652 -2.4106 0.198
H 3.4273 -1.6044 1.1803 0.429
H -0.5470 -0.1189 1.5203 0.155
H 4.1979 -2.8162 3.7496 0.523
H -0.1843 -2.6768 0.9623 -0.214
H -1.2186 1.1807 0.5481 -0.667
H -0.4935 1.8242 3.2863 -0.032
H -1.0224 3.5155 0.7250 -0.243
H 0.0017 -2.4523 2.7619 -0.085
H -5.8967 0.0373 -0.0181 0.335
H -1.4971 -4.6916 1.3695 0.370
H 2.0044 -3.9944 0.0915 -0.060
H -3.8162 1.7337 -3.3010 0.225
H 2.1355 3.5004 3.5144 0.478
H -0.1708 -4.0806 -4.7225 0.264
H -5.7031 4.9774 -3.2039 0.405
H -2.9169 2.1403 -4.7815 0.278
H -0.4132 3.5144 3.5967 0.394
H 1.7464 2.1423 2.8494 -0.210
H 5.5196 -1.9274 6.9007 0.262
H -2.9772 -1.2359 -2.2840 0.410
H 2.4733 -1.0466 6.5988 0.308
H -2.3357 -1.4366 -7.1047 0.281
H 1.2053 -0.2182 -2.4352 -0.239
H -0.7707 -1.3389 -6.9791 0.281
H -3.7049 4.5217 -4.6492 0.249
H -1.1536 -1.2532 -2.1844 -0.213
H 0.8560 0.1627 4.6534 -0.127
H -1.7624 1.2889 -2.0732 -0.133
H -1.3823 -4.5937 3.0869 0.368
H 0.7687 -3.1394 -2.7001 -0.203

---

[2]
15
Properties=species:S:1:pos:R:3:mulliken_charge:R:1 method="wB97M-V/def2-TZVPD" relative_energy_kcal_mol=4.0 multiplicity=1 orbital_gap_ev=9.82 largest_force_ev_per_a=6.5 charge=+1 smiles="C[C@H](O)C(=[NH2+])NBr"
Br -0.7839 -0.9255 3.7330 0.048
O -1.0447 1.5401 -0.0272 -0.534
N -1.0109 -0.0014 2.1503 -0.389
N -0.3938 -1.9279 0.7367 -0.281
C -0.5649 -0.6527 0.7919 0.644
C 1.1044 0.6122 -0.4448 -1.141
C -0.4100 0.3340 -0.3202 0.072
H -0.8762 1.0066 2.1431 0.359
H -1.9554 1.5567 -0.3421 0.334
H 1.2784 1.1724 -1.3572 0.350
H -0.1756 -2.3826 -0.1460 0.297
H 1.4227 1.2306 0.3890 0.322
H -0.7680 -0.1147 -1.2566 0.383
H -0.4423 -2.4990 1.5772 0.156
H 1.6906 -0.2978 -0.4689 0.381